ORCA calculation (ωB97M-V/def2-TZVPD) on a 4-piece molecular cluster, C23H51F4N5O6 overall in a non-equilibrium geometry.

Computed properties:
Maximum force (eV/Å): 4.289
SMILES: CCOCCOC[C@@H]1C(=O)N[C@H](C(F)(F)C(F)F)[C@H]1N.COC[C@@H](C)N.COC[C@@H](C)N.COC[C@@H](C)N
Energy (Ha): -2031.5170
E_LUMO (hartree): 0.0161
HOMO energy (eV): -8.7

The geometry in ORCA input format:
```
! wB97M-V def2-TZVPD RIJCOSX def2/J DEFGRID3
* xyz 0 1
F 0.725 2.600 1.672
F 0.905 0.744 2.742
F 3.081 0.552 0.398
F 3.149 2.556 1.286
O 0.996 -2.966 -4.030
O -2.914 1.325 -0.373
O 1.005 -2.674 7.783
O -6.812 -1.232 0.118
O 6.830 3.835 -2.539
O -1.631 -0.493 -3.524
N -1.041 0.713 0.874
N 4.447 2.804 -1.216
N -5.809 1.472 -0.347
N 1.510 1.319 -1.744
N -0.049 -3.536 5.204
C 0.351 1.299 -0.917
C -0.468 -2.265 5.807
C 4.597 1.692 -3.387
C 1.335 -4.079 -3.243
C 0.388 0.634 0.488
C 0.261 -2.027 -3.288
C 2.705 1.305 1.420
C 1.170 1.364 1.574
C -8.072 -1.229 0.760
C -0.273 -2.265 7.331
C -0.890 0.521 -1.462
C -1.302 0.742 -2.899
C 7.573 2.814 -3.178
C -6.792 -0.658 -1.177
C 2.033 -1.711 7.644
C 2.337 -3.753 -2.109
C -6.821 0.879 -1.225
C 5.537 4.065 -3.065
C -8.181 1.494 -0.903
C 0.229 -1.121 5.078
C -0.555 -1.110 -4.191
C 4.469 3.034 -2.670
C -1.829 0.925 -0.331
H -2.164 1.396 -2.962
H -8.887 -1.419 0.055
H 5.370 1.059 -2.951
H -0.197 -0.997 4.084
H -4.885 1.158 -0.640
H -0.988 -1.734 -4.968
H -0.655 -0.502 -1.177
H 0.107 -0.176 5.611
H 2.682 -2.734 -2.233
H 0.724 -0.402 0.475
H -8.993 0.946 -1.388
H 4.242 3.682 -0.745
H -8.064 -2.022 1.508
H 1.913 0.399 -1.854
H -1.371 -0.207 1.159
H 4.819 1.827 -4.447
H 0.897 -3.731 5.524
H -0.491 1.257 -3.416
H 7.339 1.835 -2.754
H -1.542 -2.150 5.630
H -8.216 2.525 -1.257
H 0.899 -1.422 -2.637
H -6.576 1.162 -2.254
H -5.845 -0.984 -1.616
H 2.813 -1.954 8.365
H 5.232 5.031 -2.655
H 1.294 -1.300 4.936
H 5.400 2.588 -0.933
H 7.405 2.806 -4.259
H -8.241 -0.287 1.286
H 3.502 3.460 -2.956
H -8.380 1.527 0.167
H 3.198 -4.407 -2.174
H 1.770 -4.846 -3.868
H -0.604 -4.290 5.600
H 0.103 -0.393 -4.686
H -0.535 -1.291 7.766
H 3.170 0.894 2.307
H 1.670 -0.699 7.846
H -7.591 -1.092 -1.795
H 5.587 4.190 -4.156
H -0.969 -2.993 7.755
H 0.445 -4.527 -2.792
H -0.077 2.277 -0.694
H -5.927 1.061 0.576
H 8.629 3.005 -2.990
H -0.447 -2.537 -2.625
H 1.906 -3.895 -1.125
H 3.663 1.138 -3.313
H 2.190 1.956 -1.340
H 2.482 -1.758 6.650
*
```